C46H39BBr3LaN12O8PS3 | ωB97M-V/def2-TZVPD

Geometry as XYZ:
```
114
Properties=species:S:1:pos:R:3:mulliken_charge:R:1
La 0.69687 -0.37615 0.86984 0.98
C 3.14278 -0.10661 -3.13618 -0.80
O 1.86688 0.43314 -2.82024 0.29
C 1.01026 0.63152 -3.81785 -0.11
C 1.33894 0.63207 -5.15556 -0.87
C 0.33695 0.83902 -6.10425 -0.54
Br 0.80137 0.85747 -7.94028 -0.23
C -0.96407 1.01677 -5.73953 -1.52
C -1.32815 1.01054 -4.37147 1.39
C -0.33474 0.83332 -3.40582 0.64
O -0.51079 0.77122 -2.08635 1.99
C -2.75740 1.08324 -4.07132 0.50
N -3.38198 1.23135 -2.90037 0.79
C -4.75443 1.10805 -3.10565 0.84
C -5.81659 1.14669 -2.21043 -0.45
C -7.08006 0.97870 -2.74185 -0.84
C -7.28087 0.77037 -4.11438 -0.48
C -6.22371 0.71659 -5.00188 -0.95
C -4.95686 0.88778 -4.46113 -0.04
N -3.69111 0.88053 -5.02844 -0.07
H 3.02727 -1.01712 -3.72781 0.50
H 3.60002 -0.35950 -2.18675 -0.08
H 3.75788 0.62751 -3.66352 0.30
H 2.35727 0.46666 -5.47244 0.57
H -1.69316 1.17372 -6.52038 0.47
H -1.43273 0.65402 -1.82588 -1.61
H -5.65860 1.26044 -1.14785 0.39
H -7.93476 0.98973 -2.07972 0.42
H -8.28719 0.63434 -4.48598 0.39
H -6.37668 0.53500 -6.05680 0.43
H -3.48671 0.66238 -5.98710 0.27
B -2.82291 -1.46445 2.62619 0.16
N -2.00768 -0.34010 3.32181 -0.41
C -2.28553 0.16631 4.52580 -0.40
C -1.37312 1.16617 4.81159 -1.43
C -0.56558 1.21112 3.68038 -0.68
N -0.93482 0.28300 2.79094 1.40
N -2.93942 -1.19830 1.08256 -0.38
C -4.06903 -1.43224 0.40148 -1.07
C -3.77605 -1.49491 -0.94920 -1.68
C -2.39846 -1.27662 -0.99492 -0.68
N -1.89898 -1.08439 0.22987 1.16
H -3.95430 -1.40544 3.06139 -0.25
H -2.31778 -2.54081 2.79260 -0.11
H -3.12127 -0.21013 5.09071 0.45
H -1.31381 1.78304 5.69117 0.46
H 0.21210 1.91686 3.44587 0.65
H -4.99352 -1.59468 0.92889 0.53
H -4.44187 -1.72647 -1.76332 0.72
H -1.72558 -1.36177 -1.83551 0.95
S 0.87925 -2.31456 -1.37894 -0.26
C -0.26385 -3.55111 -0.89001 -0.06
C -1.00703 -4.19213 -1.88003 -0.69
C -1.98848 -5.13028 -1.58973 0.43
C -2.75387 -5.70209 -2.65995 -0.15
N -3.37498 -6.13120 -3.52925 -0.64
C -2.23361 -5.45988 -0.24908 0.62
C -1.48788 -4.84653 0.74680 -0.87
C -0.50273 -3.88860 0.47105 0.43
S 0.33368 -3.15540 1.81373 -0.51
C -3.25069 -6.41363 0.09848 -0.19
N -4.06232 -7.17762 0.38341 -0.63
H -0.82440 -3.92590 -2.91348 0.45
H -1.68169 -5.09239 1.78226 0.42
Br 5.10627 3.16798 -1.35226 -0.24
C 5.30238 1.55888 -0.36280 0.60
C 6.62202 1.17861 -0.05064 -0.43
C 6.85394 -0.03459 0.51207 -0.03
Br 8.65050 -0.51068 0.90436 -0.25
C 5.79488 -0.94294 0.76302 0.72
C 5.98048 -2.25373 1.25774 -0.93
C 4.90286 -3.06901 1.39160 -1.29
C 3.62388 -2.58313 1.05652 -0.14
N 3.40286 -1.35953 0.64569 1.17
C 4.47189 -0.53298 0.48263 -0.11
C 4.22027 0.76865 -0.06103 -0.79
O 2.94814 1.09746 -0.32908 1.25
H 7.43656 1.84921 -0.28067 0.47
H 6.97662 -2.59105 1.50780 0.30
H 5.00035 -4.07693 1.76861 0.47
H 2.74502 -3.21095 1.15837 0.13
N 2.26391 3.57951 0.37423 -0.31
C 1.06010 4.01037 -0.35282 -0.67
P -0.37574 3.29430 0.49686 0.78
O -0.62146 3.97415 1.79104 -1.03
O -0.15826 1.79036 0.44877 0.85
C -1.80208 3.50048 -0.65080 -0.70
N -2.66561 2.29698 -0.53791 -0.22
H 2.04573 3.25867 1.31871 -0.18
H 2.93878 4.32693 0.46382 0.33
H 2.79780 2.09026 -0.18651 -0.72
H 1.09908 3.62923 -1.37925 0.18
H 0.95416 5.09732 -0.39174 0.47
H -1.46103 3.60245 -1.68688 0.05
H -2.35078 4.40210 -0.38225 0.63
H -3.07770 1.70564 -1.93554 -0.20
H -3.55562 2.53664 -0.11717 0.36
H -2.22151 1.61369 0.08336 -0.62
O 3.88489 -2.03647 4.41388 -0.71
S 2.63143 -1.35037 4.59711 1.15
O 1.55100 -2.06015 5.20917 -0.71
N 2.18776 -0.63190 3.19677 -0.24
C 2.39980 0.67543 3.23661 -0.05
O 2.23454 1.41237 2.24034 -0.15
C 2.78318 1.21011 4.57837 -0.03
C 2.89500 2.52683 4.98034 -0.35
C 3.17245 2.77309 6.31999 -0.82
C 3.32639 1.72096 7.21977 -0.52
C 3.20580 0.39787 6.80793 -0.85
C 2.93515 0.17291 5.47488 0.33
H 2.75025 3.32868 4.26783 0.52
H 3.25626 3.79258 6.67370 0.41
H 3.52659 1.93649 8.26166 0.39
H 3.31110 -0.42044 7.50762 0.47
```

The value obtained for the maximum force is 1.20 eV/A. For the HOMO-LUMO gap, the calculation gives 4.7 eV. The HOMO energy comes out at -4.150 eV. The total charge is -1. As for the LUMO energy: 0.53 eV. Its total energy is -12350.19025 Eh.